Entry 1:
The following is a DFT calculation (wB97M-V/def2-TZVPD) of a structure of composition C45H42BrN3O6Sb2Ti.

**E_LUMO**: -6.707 eV
**Energy above the lowest of the compared OMol25 structures with the same formula, charge and spin**: 77.34 kJ/mol
**Largest force on an atom**: 0.37 eV/Å
**HOMO level**: -13.583 eV
**Total charge**: +2
**Gap between HOMO and LUMO**: 6.8757 eV

The geometry in XYZ format:
```
100
Properties=species:S:1:pos:R:3:lowdin_charge:R:1
Ti -0.437 0.234 -0.003 0.921
C -0.714 -1.382 3.696 -0.330
C -2.090 -2.075 3.661 -0.342
C -2.066 -3.431 2.965 -0.373
Sb -1.649 -3.627 0.843 1.506
C -2.173 -1.684 -0.040 -0.455
C -1.678 -1.465 -1.348 -0.232
C -2.287 -0.554 -2.210 -0.057
C -3.431 0.134 -1.805 -0.026
C -3.908 -0.037 -0.521 -0.033
C -3.272 -0.918 0.360 -0.116
C -3.546 -4.392 0.263 -0.417
C -3.596 -5.237 -0.843 -0.144
C -4.815 -5.720 -1.301 -0.070
C -5.988 -5.361 -0.657 -0.063
C -5.946 -4.520 0.448 -0.068
C -4.730 -4.037 0.906 -0.137
Sb -0.735 0.513 2.721 1.649
C -2.472 1.389 3.498 -0.363
C -2.617 1.382 4.884 -0.112
C -3.764 1.913 5.456 -0.057
C -4.760 2.440 4.646 -0.051
C -4.615 2.440 3.266 -0.055
C -3.469 1.915 2.685 -0.123
C 0.919 1.532 3.499 -0.372
C 0.855 2.900 3.735 -0.104
C 1.983 3.559 4.205 -0.046
C 3.158 2.858 4.438 -0.055
C 3.217 1.490 4.205 -0.074
C 2.097 0.825 3.727 -0.134
H 0.055 -1.987 3.211 0.032
H -0.374 -1.188 4.714 0.070
H -2.848 -1.426 3.216 0.064
H -2.425 -2.227 4.689 0.119
H -3.014 -3.951 3.104 0.051
H -1.301 -4.056 3.434 0.049
H -0.851 -2.068 -1.714 0.107
H -1.901 -0.422 -3.212 0.125
H -3.928 0.810 -2.487 0.133
H -4.783 0.507 -0.191 0.130
H -3.704 -1.060 1.343 0.099
H -2.684 -5.533 -1.350 0.089
H -4.846 -6.382 -2.156 0.113
H -6.937 -5.741 -1.010 0.114
H -6.862 -4.247 0.956 0.112
H -4.719 -3.388 1.775 0.090
H -1.842 0.976 5.526 0.108
H -3.876 1.918 6.532 0.117
H -5.652 2.857 5.094 0.117
H -5.391 2.861 2.641 0.115
H -3.348 1.936 1.611 0.078
H -0.058 3.451 3.545 0.108
H 1.942 4.624 4.391 0.120
H 4.031 3.377 4.812 0.118
H 4.133 0.945 4.400 0.114
H 2.138 -0.250 3.564 0.087
N 0.791 -1.494 0.452 0.097
C 1.679 -2.216 0.669 -0.231
N 2.660 -3.009 0.911 -0.031
C 3.830 -2.575 1.711 -0.081
C 3.867 -3.404 2.985 -0.173
O 3.857 -4.781 2.686 -0.098
C 2.675 -5.172 2.019 -0.172
C 2.559 -4.468 0.678 -0.073
H 3.741 -1.508 1.920 0.119
H 4.718 -2.741 1.102 0.135
H 3.013 -3.148 3.628 0.129
H 4.787 -3.202 3.532 0.142
H 1.796 -4.943 2.639 0.127
H 2.729 -6.249 1.873 0.142
H 1.612 -4.686 0.188 0.108
H 3.385 -4.749 0.023 0.145
O -0.145 1.627 -2.479 0.011
C -0.124 3.007 -2.380 -0.224
C 0.382 3.748 -3.438 -0.002
C 0.442 5.128 -3.363 -0.035
C 0.007 5.790 -2.221 -0.043
C -0.486 5.053 -1.166 0.015
C -0.576 3.659 -1.227 -0.075
C -1.098 2.993 -0.021 -0.464
O -1.232 3.493 1.056 0.135
O -1.481 1.671 -0.201 -0.202
H 0.217 1.403 -3.345 0.122
H 0.737 3.237 -4.326 0.126
H 0.837 5.687 -4.200 0.122
H 0.059 6.867 -2.159 0.118
H -0.820 5.538 -0.259 0.132
Br 7.311 1.913 1.654 0.817
C 5.794 1.236 0.779 -0.660
C 5.890 0.074 0.016 -0.158
N 4.849 -0.465 -0.612 0.089
C 3.670 0.135 -0.489 -0.101
C 3.480 1.286 0.261 -0.111
C 4.573 1.866 0.897 -0.034
C 2.157 1.933 0.417 -0.440
O 1.965 3.048 0.782 0.189
O 1.104 1.103 0.087 -0.207
H 6.843 -0.432 -0.088 0.116
H 2.844 -0.315 -1.028 0.112
H 4.447 2.772 1.475 0.126
```

---

Entry 2:
The following is a DFT calculation (wB97M-V/def2-TZVPD) of a cluster of 2 separate species, C3H11NOS in total.

**E_LUMO**: 0.814 eV
**Energy above the lowest of the compared OMol25 structures with the same formula, charge and spin**: 48.67 kJ/mol
**Largest force on an atom**: 3.02 eV/Å
**HOMO level**: -9.040 eV
**Gap between HOMO and LUMO**: 9.8540 eV

The geometry in XYZ format:
```
17
Properties=species:S:1:pos:R:3:lowdin_charge:R:1
C 0.367 0.894 -1.677 -0.066
C -0.278 0.794 -0.258 -0.558
N 0.786 0.504 0.647 0.017
C -1.271 -0.345 -0.385 -0.487
S -2.039 -0.531 1.314 0.673
H 1.154 1.631 -1.623 0.066
H 0.885 -0.032 -1.922 0.083
H -0.384 1.184 -2.407 0.078
H -0.807 1.727 -0.072 0.127
H 0.702 0.972 1.542 0.083
H 1.718 0.757 0.350 0.082
H -0.783 -1.304 -0.488 0.057
H -2.029 -0.230 -1.146 0.077
H -3.294 -0.883 1.004 -0.173
O 1.978 -2.024 1.724 -0.075
H 2.152 -1.182 2.143 0.011
H 1.143 -1.931 1.255 0.004
```

---

Entry 3:
The following is a DFT calculation (wB97M-V/def2-TZVPD) of a cluster of 15 separate species, C38H57Cl42N3S2 in total.

**E_LUMO**: -0.853 eV
**Energy above the lowest of the compared OMol25 structures with the same formula, charge and spin**: 629.42 kJ/mol
**Largest force on an atom**: 6.81 eV/Å
**HOMO level**: -8.620 eV
**Gap between HOMO and LUMO**: 7.7672 eV

The geometry in XYZ format:
```
142
Properties=species:S:1:pos:R:3:lowdin_charge:R:1
C 4.096 -1.403 3.010 -0.121
C 5.574 -2.089 2.830 -0.285
C 5.617 -3.638 3.273 -0.225
C 5.542 -4.697 2.052 -0.204
C 4.672 -4.067 0.855 -0.223
C 4.105 -5.142 -0.210 -0.198
C 3.057 -4.308 -1.159 -0.184
C 1.536 -4.721 -0.826 -0.221
N 0.570 -3.578 -0.756 -0.205
C -0.784 -4.200 -1.090 -0.241
C -1.467 -4.953 0.162 -0.169
C -3.030 -4.468 0.169 -0.230
C -3.942 -5.234 1.253 -0.206
C -5.081 -4.170 1.748 -0.217
C -5.704 -3.305 0.531 -0.236
C -7.072 -2.513 0.935 -0.229
C -6.940 -0.987 0.371 -0.210
C 0.780 -2.598 -1.866 -0.970
S 0.882 -2.978 -3.491 0.672
S 0.923 -0.797 -1.325 0.767
C 2.695 -0.243 -1.471 -0.479
C 2.848 1.376 -1.380 -0.217
C 2.451 1.810 0.132 -0.190
C 1.260 2.936 0.167 -0.253
C 0.002 2.434 -0.723 -0.170
N -0.954 2.256 -1.446 0.139
C 0.719 2.934 1.709 -0.115
C 0.202 4.440 2.037 -0.129
N -0.380 5.339 2.614 0.116
H 3.403 -2.062 3.670 0.082
H 4.185 -0.324 3.411 0.069
H 3.586 -1.408 1.964 0.049
H 6.248 -1.515 3.591 -0.011
H 6.035 -1.876 1.797 0.094
H 6.625 -3.810 3.811 0.039
H 4.731 -3.834 3.975 0.111
H 5.086 -5.677 2.437 0.111
H 6.633 -4.839 1.679 0.089
H 5.364 -3.356 0.257 0.118
H 3.754 -3.456 1.210 0.110
H 4.944 -5.618 -0.848 0.111
H 3.550 -6.009 0.314 0.107
H 3.275 -4.687 -2.233 0.098
H 3.304 -3.201 -1.011 0.090
H 1.223 -5.573 -1.532 0.118
H 1.554 -5.192 0.239 0.127
H -1.465 -3.286 -1.327 0.115
H -0.755 -4.819 -2.061 0.112
H -0.958 -4.778 1.171 0.118
H -1.510 -6.081 -0.108 0.117
H -2.987 -3.329 0.292 0.105
H -3.468 -4.717 -0.873 0.123
H -3.371 -5.715 2.119 0.105
H -4.535 -6.090 0.736 0.113
H -4.535 -3.413 2.430 0.116
H -5.897 -4.739 2.327 0.108
H -4.934 -2.464 0.305 0.085
H -5.808 -3.904 -0.451 0.117
H -7.140 -2.501 2.078 0.102
H -7.926 -3.066 0.410 0.102
H -5.981 -0.496 0.796 0.006
H -7.868 -0.362 0.682 0.066
H -6.820 -0.994 -0.784 0.048
H 3.086 -0.624 -2.489 0.089
H 3.310 -0.708 -0.612 0.073
H 2.253 1.924 -2.191 0.099
H 3.966 1.639 -1.505 0.120
H 3.372 2.215 0.705 0.125
H 2.033 0.911 0.728 0.104
H 1.646 3.957 -0.173 0.150
H 1.643 2.755 2.369 0.123
H -0.103 2.150 1.843 0.137
C -4.992 0.496 -3.653 -1.518
Cl -5.414 -0.101 -5.265 0.523
Cl -6.418 1.165 -2.845 0.496
Cl -4.273 -0.796 -2.680 0.523
H -4.256 1.291 -3.765 0.007
C 0.390 2.626 -5.126 -1.540
Cl 1.814 2.071 -6.019 0.520
Cl 0.057 4.328 -5.483 0.522
Cl -1.015 1.624 -5.511 0.516
H 0.595 2.532 -4.061 -0.016
C -3.338 4.228 -7.736 -1.547
Cl -4.012 3.058 -8.880 0.524
Cl -3.719 5.881 -8.240 0.524
Cl -3.944 3.920 -6.103 0.486
H -2.255 4.113 -7.727 -0.007
C -3.119 6.772 1.114 -1.531
Cl -3.966 8.020 2.039 0.547
Cl -4.264 5.830 0.146 0.516
Cl -1.880 7.498 0.080 0.516
H -2.628 6.099 1.816 -0.028
C -5.887 2.521 2.131 -1.493
Cl -6.313 1.918 0.524 0.542
Cl -7.310 3.192 2.941 0.522
Cl -5.164 1.234 3.109 0.515
H -5.152 3.316 2.015 -0.003
C 8.129 -2.180 6.176 -1.474
Cl 7.720 -3.900 6.120 0.557
Cl 9.523 -1.839 5.141 0.497
Cl 6.743 -1.186 5.694 0.587
H 8.391 -1.925 7.202 0.019
C -6.373 5.131 -2.918 -1.510
Cl -7.052 3.961 -4.059 0.501
Cl -6.764 6.784 -3.419 0.508
Cl -6.965 4.819 -1.278 0.458
H -5.289 5.021 -2.917 0.012
C -7.529 8.715 0.874 -1.528
Cl -8.209 7.546 -0.266 0.497
Cl -7.921 10.368 0.377 0.502
Cl -8.118 8.401 2.513 0.519
H -6.445 8.605 0.872 -0.037
C 10.922 -0.676 1.119 -1.524
Cl 11.931 -0.994 2.538 0.513
Cl 9.319 -1.399 1.321 0.503
Cl 10.789 1.065 0.828 0.518
H 11.397 -1.133 0.252 0.017
C 1.248 -6.505 -6.078 -1.534
Cl 2.245 -6.857 -4.658 0.511
Cl -0.367 -7.204 -5.893 0.519
Cl 1.142 -4.759 -6.346 0.492
H 1.719 -6.957 -6.949 0.015
C 8.464 2.723 3.344 -1.540
Cl 7.148 2.584 2.167 0.502
Cl 7.970 3.732 4.711 0.527
Cl 8.970 1.123 3.901 0.474
H 9.312 3.200 2.855 0.008
C -4.877 3.999 6.507 -1.534
Cl -5.376 2.304 6.417 0.503
Cl -3.459 4.285 5.487 0.504
Cl -6.208 5.066 6.035 0.511
H -4.609 4.223 7.538 0.015
C 9.083 -7.511 1.460 -1.539
Cl 7.445 -7.941 0.945 0.519
Cl 9.991 -6.803 0.117 0.515
Cl 9.030 -6.394 2.832 0.517
H 9.592 -8.420 1.777 0.015
C -7.309 10.714 -4.481 -1.540
Cl -7.989 9.542 -5.620 0.511
Cl -7.700 12.366 -4.982 0.519
Cl -7.899 10.404 -2.842 0.488
H -6.226 10.603 -4.482 0.017
```